Record 1
128
Properties=species:S:1:pos:R:3 method="wB97M-V/def2-TZVPD" multiplicity=1 homo_energy_ev=-8.1916 gap_ev=7.841 lumo_energy_ev=-0.35 total_energy_ha=-4446.3894
C -2.38 1.45 3.04
P -1.20 0.42 1.96
O -1.59 -1.27 2.06
Si -1.47 1.12 -0.15
C -0.70 -0.11 -1.39
C -0.57 0.54 -2.88
N -1.46 0.41 -3.81
O -3.05 1.70 -0.53
Si -4.28 0.52 -0.71
C -5.59 1.35 -1.86
C -6.68 0.31 -2.42
C -8.14 0.98 -2.49
C -8.98 0.78 -1.16
O -9.31 -0.60 -0.87
N -3.80 -0.96 -1.59
C -3.90 -2.02 -0.89
S -3.54 -3.32 0.08
C -5.28 0.16 0.93
F -4.58 -0.64 1.85
F -6.53 -0.43 0.64
C -5.58 1.56 1.70
F -5.86 1.21 3.05
F -6.68 2.24 1.18
P -0.16 2.95 -0.24
C 1.57 2.50 -0.86
O -0.95 3.93 -1.43
H -1.75 1.79 3.94
H -3.25 0.88 3.47
H -2.66 2.40 2.49
H -1.81 -1.38 3.02
H -1.16 -1.15 -1.41
H 0.39 -0.27 -1.05
H 0.39 1.09 -3.10
H -2.24 -0.14 -3.43
H -6.09 2.22 -1.31
H -5.06 1.81 -2.76
H -6.68 -0.69 -1.90
H -6.40 0.11 -3.51
H -8.77 0.53 -3.34
H -8.06 2.11 -2.65
H -8.50 1.22 -0.22
H -9.98 1.34 -1.28
H -9.68 -0.58 0.04
H -4.66 2.21 1.59
H 1.68 2.56 -1.98
H 1.82 1.45 -0.52
H 2.33 3.21 -0.39
H -1.71 4.33 -0.95
C -1.81 -6.48 0.80
O -1.52 -7.73 1.40
C -2.62 -8.63 1.32
C -2.39 -9.67 0.23
O -2.41 -9.08 -1.07
C -1.11 -8.91 -1.61
H -0.88 -5.91 0.73
H -2.22 -6.60 -0.21
H -2.52 -5.91 1.42
H -3.56 -8.10 1.15
H -2.69 -9.15 2.28
H -3.20 -10.40 0.26
H -1.45 -10.21 0.40
H -0.70 -9.88 -1.90
H -0.44 -8.42 -0.90
H -1.19 -8.29 -2.50
C 3.87 6.48 0.28
O 4.45 5.21 0.52
C 5.39 4.84 -0.49
C 6.82 5.04 0.00
O 7.13 6.42 0.17
C 7.11 6.81 1.54
H 3.32 6.78 1.17
H 4.62 7.24 0.07
H 3.17 6.40 -0.56
H 5.21 5.40 -1.41
H 5.24 3.78 -0.70
H 7.51 4.66 -0.77
H 7.01 4.48 0.92
H 7.99 6.40 2.05
H 6.20 6.48 2.04
H 7.16 7.90 1.58
C -9.48 -6.10 2.18
O -8.40 -5.70 1.35
C -8.84 -5.02 0.17
C -8.65 -3.51 0.30
O -9.52 -2.96 1.28
C -8.84 -2.67 2.50
H -9.07 -6.43 3.13
H -10.17 -5.27 2.37
H -10.01 -6.93 1.72
H -9.89 -5.26 -0.05
H -8.23 -5.38 -0.66
H -8.91 -3.04 -0.65
H -7.60 -3.27 0.52
H -8.19 -1.80 2.37
H -8.25 -3.53 2.84
H -9.59 -2.44 3.26
C 6.04 -1.90 -3.09
O 5.63 -2.54 -1.89
C 5.29 -1.61 -0.87
C 3.78 -1.47 -0.73
O 3.20 -0.84 -1.87
C 2.56 -1.77 -2.74
H 6.10 -2.65 -3.88
H 5.33 -1.12 -3.40
H 7.03 -1.46 -2.95
H 5.75 -0.63 -1.05
H 5.69 -2.00 0.07
H 3.56 -0.82 0.13
H 3.31 -2.44 -0.54
H 1.63 -2.12 -2.28
H 3.21 -2.62 -2.96
H 2.32 -1.26 -3.67
C 11.18 4.59 2.47
O 11.08 5.00 1.11
C 10.85 6.41 0.99
C 12.13 7.14 0.60
O 13.09 7.10 1.64
C 14.12 6.15 1.40
H 11.54 3.56 2.48
H 11.89 5.21 3.03
H 10.20 4.62 2.94
H 10.44 6.82 1.92
H 10.11 6.54 0.20
H 11.89 8.19 0.42
H 12.54 6.73 -0.33
H 14.78 6.51 0.60
H 13.71 5.18 1.13
H 14.71 6.04 2.31

---

Record 2
128
Properties=species:S:1:pos:R:3 method="wB97M-V/def2-TZVPD" multiplicity=1 homo_energy_ev=-7.6524 gap_ev=7.440 lumo_energy_ev=-0.21 total_energy_ha=-4069.6003
C -0.89 -0.26 -4.62
S 0.06 1.28 -4.44
O 1.33 0.93 -3.70
C 0.72 1.42 -6.17
H -1.64 -0.31 -3.83
H -0.31 -1.17 -4.50
H -1.32 -0.30 -5.62
H 0.07 2.02 -6.81
H 0.61 0.42 -6.59
H 1.75 1.78 -6.17
C 2.85 2.20 -3.42
S 4.38 1.80 -2.39
O 4.80 3.16 -1.86
C 3.53 0.78 -1.05
H 1.85 2.29 -2.97
H 2.68 1.43 -4.17
H 3.20 3.06 -3.98
H 2.93 1.42 -0.40
H 4.21 0.24 -0.39
H 2.99 0.01 -1.59
C 1.36 -0.72 4.23
S 0.39 -1.82 3.04
O 1.04 -1.83 1.66
C 0.76 -3.57 3.65
H 2.30 -0.44 3.74
H 1.48 -1.25 5.18
H 0.71 0.13 4.42
H 1.78 -3.84 3.93
H 0.30 -4.26 2.95
H 0.13 -3.76 4.52
C 1.45 1.42 2.87
S 2.35 2.52 1.70
O 1.67 3.89 1.81
C 4.01 2.74 2.45
H 1.23 2.00 3.77
H 1.90 0.52 3.28
H 0.54 1.13 2.34
H 4.46 3.56 1.90
H 4.65 1.86 2.38
H 3.89 2.96 3.51
C -4.59 1.03 -1.33
O -5.37 1.75 -1.95
N -4.80 -0.24 -1.06
C -3.91 -1.17 -0.40
C -6.04 -0.85 -1.54
H -3.69 1.45 -0.86
H -4.44 -1.40 0.53
H -2.92 -0.76 -0.20
H -4.04 -2.08 -0.99
H -6.29 -1.78 -1.02
H -6.87 -0.20 -1.29
H -6.03 -1.01 -2.62
C 3.63 -2.37 -1.59
O 4.21 -2.00 -2.63
N 2.34 -2.47 -1.47
C 1.64 -2.54 -0.15
C 1.45 -2.13 -2.55
H 4.24 -2.69 -0.73
H 2.28 -2.55 0.74
H 0.91 -3.32 0.04
H 1.07 -1.63 0.03
H 1.90 -1.82 -3.49
H 0.73 -2.95 -2.66
H 0.83 -1.27 -2.29
C -1.63 1.71 3.21
O -0.64 1.06 2.89
N -2.92 1.45 2.94
C -3.32 0.44 2.07
C -3.95 2.36 3.23
H -1.58 2.68 3.72
H -4.22 -0.08 2.41
H -2.57 -0.35 2.12
H -3.46 0.68 1.02
H -4.88 2.04 3.69
H -3.66 3.02 4.05
H -4.34 3.11 2.54
C -1.61 3.43 -1.30
O -1.12 3.44 -2.48
N -2.75 4.07 -1.06
C -3.32 4.02 0.31
C -3.25 5.13 -1.96
H -1.27 2.86 -0.42
H -3.11 4.95 0.84
H -3.03 3.07 0.75
H -4.41 4.04 0.31
H -2.90 5.13 -2.99
H -4.34 5.10 -1.97
H -2.84 6.03 -1.50
C -1.49 0.93 0.14
O -2.50 1.21 -0.42
N -0.34 0.58 -0.47
C 0.87 0.29 0.28
C -0.14 0.63 -1.90
H -1.42 0.69 1.22
H 0.55 -0.12 1.24
H 1.40 1.22 0.47
H 1.51 -0.53 -0.05
H 0.52 -0.21 -2.14
H -1.03 0.62 -2.53
H 0.60 1.37 -2.18
O 4.42 -2.82 3.17
C 4.41 -3.01 2.00
O 4.43 -2.10 0.98
C 4.47 -0.71 1.23
C 3.05 -0.17 1.43
C 4.48 -4.49 1.59
H 4.79 -0.25 0.29
H 5.25 -0.53 1.97
H 2.38 -0.74 2.08
H 2.44 0.02 0.55
H 3.32 0.80 1.86
H 5.52 -4.60 1.31
H 3.84 -4.71 0.73
H 4.34 -4.97 2.56
O -3.38 -2.66 0.89
C -2.18 -2.72 1.17
O -1.21 -2.18 0.61
C -1.19 -1.70 -0.71
C -0.97 -2.77 -1.78
C -1.75 -3.48 2.40
H -0.40 -0.95 -0.77
H -2.11 -1.20 -1.01
H -0.51 -3.67 -1.38
H -0.47 -2.32 -2.64
H -1.94 -3.17 -2.08
H -2.02 -3.08 3.37
H -0.72 -3.81 2.52
H -2.17 -4.48 2.40

---

Record 3
124
Properties=species:S:1:pos:R:3 method="wB97M-V/def2-TZVPD" multiplicity=1 e_above_lowest_ev=0.000 smiles=C1CCOC1.C1CCOC1.COCCOC.COCCOC.COCCOC.COCCOC.COCCOC.CO.CO.CO homo_energy_ev=-9.2861 gap_ev=9.740 lumo_energy_ev=0.45 total_energy_ha=-2356.2119
C 0.07 4.55 2.74
C 1.35 3.72 2.70
C 1.00 2.57 1.73
O -0.41 2.49 1.66
C -1.03 3.54 2.39
H 0.07 5.30 1.95
H -0.06 5.09 3.67
H 1.61 3.28 3.66
H 2.22 4.30 2.39
H 1.43 1.61 2.01
H 1.44 2.83 0.75
H -1.59 3.18 3.25
H -1.76 4.00 1.71
C -2.59 2.50 -1.10
C -3.26 2.35 -2.47
C -2.59 3.45 -3.32
O -1.61 4.08 -2.50
C -1.27 3.18 -1.43
H -2.43 1.51 -0.66
H -3.21 3.09 -0.42
H -4.34 2.48 -2.43
H -3.01 1.36 -2.85
H -3.26 4.22 -3.68
H -2.10 2.99 -4.19
H -0.91 3.79 -0.60
H -0.50 2.52 -1.84
C -2.42 -1.23 -2.88
O -1.78 -0.92 -1.67
C -0.38 -0.76 -1.78
C 0.15 -0.52 -0.38
O 1.18 0.43 -0.34
C 2.37 0.06 -1.00
H -2.10 -0.59 -3.72
H -3.49 -1.03 -2.78
H -2.34 -2.26 -3.26
H -0.13 0.08 -2.43
H 0.06 -1.67 -2.21
H 0.45 -1.44 0.14
H -0.66 -0.09 0.21
H 3.16 0.73 -0.65
H 2.26 0.17 -2.08
H 2.65 -0.97 -0.76
C -0.46 1.95 5.68
O -1.13 0.97 4.90
C -0.29 -0.14 4.71
C -1.03 -1.22 3.97
O -0.08 -2.16 3.52
C -0.69 -3.17 2.75
H -0.09 1.50 6.61
H -1.12 2.75 5.99
H 0.38 2.35 5.11
H 0.04 -0.52 5.69
H 0.62 0.12 4.15
H -1.64 -0.82 3.14
H -1.75 -1.72 4.63
H 0.00 -4.01 2.65
H -1.00 -2.80 1.77
H -1.62 -3.50 3.23
C 3.44 -3.55 -2.61
O 2.73 -4.48 -1.84
C 2.82 -4.21 -0.47
C 1.99 -5.17 0.32
O 2.64 -6.41 0.39
C 1.87 -7.38 1.06
H 2.99 -2.55 -2.56
H 3.37 -3.87 -3.65
H 4.48 -3.48 -2.30
H 2.51 -3.18 -0.23
H 3.87 -4.29 -0.14
H 0.99 -5.28 -0.12
H 1.88 -4.75 1.33
H 0.98 -7.65 0.47
H 1.56 -7.04 2.06
H 2.50 -8.26 1.20
C -4.57 -2.05 2.98
O -3.85 -2.35 1.82
C -3.54 -1.30 0.94
C -4.70 -0.47 0.42
O -5.31 0.33 1.41
C -4.63 1.51 1.76
H -5.65 -2.02 2.80
H -4.30 -1.07 3.39
H -4.37 -2.80 3.74
H -3.03 -1.78 0.10
H -2.87 -0.57 1.43
H -5.49 -1.08 -0.03
H -4.32 0.15 -0.41
H -3.56 1.56 1.58
H -4.80 1.69 2.83
H -5.07 2.37 1.23
C 5.54 2.13 -0.38
O 6.25 2.95 0.53
C 5.69 4.20 0.79
C 6.12 5.25 -0.21
O 5.55 5.08 -1.51
C 4.16 5.30 -1.56
H 6.07 2.07 -1.34
H 4.56 2.52 -0.66
H 5.40 1.17 0.11
H 6.04 4.51 1.78
H 4.59 4.18 0.88
H 7.18 5.07 -0.37
H 5.89 6.26 0.17
H 3.59 4.59 -0.95
H 3.84 5.17 -2.59
H 3.92 6.32 -1.25
C -6.15 -1.58 -3.77
O -5.45 -2.81 -4.01
H -5.55 -0.79 -4.20
H -7.10 -1.60 -4.29
H -6.32 -1.46 -2.70
H -5.83 -3.54 -3.53
C -2.75 -3.17 -6.44
O -4.13 -3.29 -6.72
H -2.33 -2.30 -6.96
H -2.56 -2.98 -5.38
H -2.22 -4.06 -6.77
H -4.61 -3.31 -5.88
C 6.11 -1.36 0.31
O 6.23 -2.70 0.74
H 6.37 -1.26 -0.75
H 5.06 -1.08 0.36
H 6.72 -0.69 0.91
H 7.15 -2.95 0.70